Record 1
A 11-piece molecular cluster, C44H80F18O22 overall in a non-equilibrium geometry. Source: the Open Molecules 2025 dataset; level of theory: ωB97M-V/def2-TZVPD.

```
164
Properties=species:S:1:pos:R:3
C 4.036 -4.284 0.317
C 5.209 -3.613 1.084
O 6.444 -4.240 0.801
C 7.065 -3.782 -0.323
O 6.613 -2.846 -1.030
C 8.438 -4.426 -0.608
F 8.901 -5.208 0.464
F 8.242 -5.311 -1.583
F 9.289 -3.506 -0.984
H 3.874 -5.189 0.903
H 4.342 -4.641 -0.666
H 3.033 -3.871 0.426
H 4.903 -3.763 2.119
H 5.213 -2.529 0.967
C 8.665 -0.710 2.281
C 7.155 -0.398 2.552
O 6.580 -0.002 1.297
C 5.326 0.549 1.180
O 4.639 0.965 2.098
C 4.980 0.830 -0.332
F 5.324 2.060 -0.710
F 5.627 0.030 -1.148
F 3.683 0.659 -0.546
H 9.096 0.070 1.653
H 8.750 -1.653 1.742
H 9.245 -0.685 3.204
H 7.145 0.425 3.267
H 6.682 -1.217 3.094
C 2.401 5.813 0.892
C 2.947 4.713 1.889
O 1.961 4.297 2.759
C 0.979 3.443 2.360
O 0.778 2.959 1.281
C -0.008 3.175 3.511
F -0.115 1.832 3.626
F 0.342 3.800 4.675
F -1.189 3.679 3.077
H 3.139 6.229 0.207
H 2.188 6.663 1.541
H 1.549 5.553 0.264
H 3.853 5.067 2.382
H 3.107 3.832 1.267
C -1.956 -0.997 4.737
C -1.802 -2.502 4.492
O -3.129 -2.937 4.123
C -3.269 -4.243 3.774
O -2.403 -5.129 3.743
C -4.763 -4.579 3.421
F -4.815 -5.409 2.395
F -5.343 -5.145 4.492
F -5.404 -3.451 3.144
H -2.741 -0.893 5.486
H -2.406 -0.582 3.835
H -1.043 -0.469 5.010
H -1.454 -3.013 5.389
H -1.085 -2.583 3.675
C 0.007 -0.014 -2.925
C -0.567 0.284 -1.569
O 0.296 -0.356 -0.645
C 0.033 -0.365 0.690
O -1.078 -0.113 1.217
C 1.138 -0.749 1.640
F 1.601 0.353 2.243
F 0.658 -1.555 2.639
F 2.182 -1.325 1.046
H 0.619 -0.910 -3.030
H 0.686 0.796 -3.193
H -0.771 -0.044 -3.687
H -1.577 -0.109 -1.459
H -0.601 1.340 -1.300
C -2.158 3.239 -5.069
C -3.124 2.443 -5.985
O -3.558 1.270 -5.310
C -3.905 0.223 -6.002
O -3.954 0.198 -7.254
C -4.159 -1.108 -5.201
F -5.419 -1.500 -5.173
F -3.284 -2.012 -5.719
F -3.717 -0.881 -3.970
H -1.837 4.198 -5.474
H -1.258 2.673 -4.828
H -2.611 3.555 -4.129
H -2.566 2.259 -6.903
H -4.003 3.018 -6.276
C -5.979 1.125 3.108
O -6.181 0.432 1.846
C -4.916 0.099 1.249
C -5.090 0.053 -0.286
O -5.776 1.256 -0.709
C -5.761 1.341 -2.118
H -6.970 1.174 3.559
H -5.504 2.101 3.010
H -5.355 0.549 3.792
H -4.489 -0.810 1.673
H -4.087 0.776 1.453
H -5.737 -0.811 -0.441
H -4.136 -0.001 -0.811
H -4.721 1.366 -2.441
H -6.257 2.264 -2.417
H -6.199 0.419 -2.502
C 1.847 3.729 -2.120
O 1.362 3.663 -3.488
C 0.711 4.802 -3.907
C 1.465 6.150 -3.895
O 2.539 6.120 -4.836
C 3.191 7.408 -5.034
H 1.025 3.978 -1.450
H 2.757 4.324 -2.035
H 2.092 2.705 -1.835
H -0.298 4.815 -3.495
H 0.502 4.626 -4.962
H 1.581 6.421 -2.846
H 0.874 6.948 -4.345
H 3.946 7.323 -5.815
H 3.722 7.628 -4.108
H 2.462 8.181 -5.280
C -4.057 5.447 3.027
O -5.372 5.393 2.415
C -5.588 5.324 0.964
C -4.951 4.140 0.298
O -3.513 4.375 0.213
C -2.918 3.275 -0.564
H -3.472 6.264 2.605
H -3.558 4.483 2.923
H -4.138 5.665 4.091
H -5.230 6.263 0.542
H -6.666 5.337 0.800
H -5.391 4.232 -0.695
H -5.300 3.226 0.779
H -1.844 3.265 -0.377
H -2.990 3.235 -1.651
H -3.235 2.340 -0.102
C 1.223 -4.170 -2.777
O -0.048 -3.845 -2.252
C -1.149 -4.727 -2.673
C -2.423 -4.203 -2.115
O -2.386 -4.317 -0.712
C -1.844 -3.307 0.162
H 1.785 -3.244 -2.655
H 1.178 -4.354 -3.850
H 1.851 -4.874 -2.231
H -0.915 -5.734 -2.328
H -1.196 -4.690 -3.761
H -3.315 -4.742 -2.432
H -2.637 -3.176 -2.411
H -0.810 -3.048 -0.066
H -1.913 -3.672 1.186
H -2.432 -2.393 0.077
C 2.702 -3.571 4.086
O 2.640 -4.593 3.147
C 1.682 -5.639 3.382
C 1.708 -6.737 2.295
O 1.621 -6.250 0.950
C 0.304 -5.836 0.635
H 2.830 -3.963 5.095
H 1.762 -3.031 3.971
H 3.369 -2.754 3.812
H 0.694 -5.187 3.467
H 1.910 -6.028 4.374
H 0.936 -7.478 2.505
H 2.656 -7.257 2.433
H 0.312 -5.816 -0.454
H 0.023 -4.851 1.008
H -0.401 -6.577 1.012
```

The value obtained for the orbital gap is 9.79 eV. Its structure (SMILES) is CCOC(=O)C(F)(F)F.CCOC(=O)C(F)(F)F.CCOC(=O)C(F)(F)F.CCOC(=O)C(F)(F)F.CCOC(=O)C(F)(F)F.CCOC(=O)C(F)(F)F.COCCOC.COCCOC.COCCOC.COCCOC.COCCOC. The value obtained for the HOMO energy is -9.37 eV. Its total charge is 0. Its spin multiplicity is 1.

---

Record 2
A 2-piece molecular cluster, C4H6NO3S overall in a non-equilibrium geometry. Source: the Open Molecules 2025 dataset; level of theory: ωB97M-V/def2-TZVPD.

```
15
Properties=species:S:1:pos:R:3
C -0.202 -0.934 0.769
C 1.567 -0.593 -0.753
C 1.297 0.900 -0.452
C -0.794 0.321 0.632
N 0.816 -1.489 0.239
O -2.817 1.049 -1.163
O -3.030 -1.082 0.211
O -0.046 1.225 -0.223
S -2.673 0.386 0.197
H -0.722 -1.602 1.455
H 1.322 -0.894 -1.834
H 2.551 -0.819 -0.437
H 1.882 1.064 0.494
H 1.483 1.553 -1.306
H -0.634 0.915 2.171
```

The value obtained for the orbital gap is 7.17 eV. The value obtained for the HOMO energy is -3.59 eV. For the relative energy (zero: lowest compared OMol25 entry of this formula, charge and spin), the calculation gives 4.8457 eV. Its total charge is -1. Its spin multiplicity is 1.

---

Record 3
A 2-piece molecular cluster, C4H9NO overall in a non-equilibrium geometry. Source: the Open Molecules 2025 dataset; level of theory: ωB97M-V/def2-TZVPD.

```
15
Properties=species:S:1:pos:R:3
C -1.893 -0.152 -0.160
N -1.120 -0.908 -0.751
C 0.152 -0.929 -1.290
C 0.581 -0.670 -2.555
C 1.065 -1.711 -0.302
H -2.918 -0.372 0.148
H -1.626 0.916 0.203
H 0.124 -0.217 -3.451
H 1.576 -0.824 -2.895
H 1.705 -2.097 -0.992
H 0.695 -2.628 0.049
H 1.459 -1.176 0.642
O 0.807 3.407 3.651
H -0.018 2.892 3.638
H 0.955 3.375 4.553
```

The value obtained for the orbital gap is 8.96 eV. Its structure (SMILES) is C=NC(=C)C.O. The value obtained for the HOMO energy is -8.30 eV. For the relative energy (zero: lowest compared OMol25 entry of this formula, charge and spin), the calculation gives 3.6988 eV. Its total charge is 0. Its spin multiplicity is 1.